Here is a gas-phase ion, C7H14N3 (charge +1) at a distorted geometry from the Open Molecules 2025 dataset. Energies are from ωB97M-V/def2-TZVPD.

```
24
Properties=species:S:1:pos:R:3:forces:R:3:lowdin_charge:R:1
H 2.330401 -0.230765 -1.004354 1.5 -0.5 -0.4 0.081
H 0.894179 -0.112836 -2.095476 0.4 -0.7 0.6 0.117
C -1.402135 1.866789 -0.448042 1.1 2.7 -1.2 0.014
H 0.536931 1.235095 1.275918 0.1 1.1 0.0 0.054
C 1.043271 0.301866 1.298772 -0.8 -0.5 0.9 -0.020
H -0.478417 2.207858 0.081203 -1.0 -0.3 -0.4 0.095
H 1.355546 1.113147 -1.113813 0.0 3.2 0.7 0.041
H 0.220486 -2.601243 0.564587 0.2 -0.6 0.2 0.054
H -3.774385 0.545163 -0.593585 0.5 0.1 0.4 0.153
H 2.090017 0.397386 1.446268 1.0 0.3 -0.4 0.101
H 1.549089 -2.344539 -0.676663 -0.8 0.2 2.6 0.144
H 1.787801 -2.139503 1.151537 1.3 0.2 1.2 0.066
C 1.099841 -2.019236 0.383315 -0.7 0.4 -5.1 0.019
C -2.899172 0.002061 -0.242690 1.0 -2.5 0.1 0.066
H -1.211026 2.054767 -1.568419 -0.5 -0.3 1.7 0.142
N -1.646660 0.480189 -0.210912 -1.4 1.0 -0.6 -0.061
H -3.465233 -2.146184 0.106699 0.7 0.3 0.3 0.140
H 0.708608 -0.141466 2.216154 -0.4 -0.6 0.6 0.098
C 0.627481 -0.544218 0.111156 3.6 0.9 1.0 -0.487
H -2.295199 2.479069 -0.081956 1.3 -1.0 -0.6 0.138
N -1.442089 -1.550676 0.320355 0.4 -2.5 -0.1 0.121
N -0.791636 -0.494354 0.059040 -1.5 0.0 0.2 -0.035
C -2.688021 -1.372353 0.082685 -3.9 1.6 -0.5 -0.033
C 1.342012 0.097964 -1.097604 -2.3 -2.5 -1.1 -0.008
```
Positions in Å, forces in eV/Å.

## Properties
SMILES ... C[n+]1ccnn1C(C)(C)C
Highest occupied orbital energy ... -0.538 Ha
Kohn-Sham gap ... 10.771 eV
LUMO ... -3.88 eV
Total charge ... +1
ΔE to the lowest compared entry with this formula, charge and spin ... 82.02 kcal per mole



Here is a single C4H9NO molecule from the Open Molecules 2025 dataset. Energies are from ωB97M-V/def2-TZVPD.

```
15
Properties=species:S:1:pos:R:3:forces:R:3:lowdin_charge:R:1
H 1.758644 1.079566 1.755589 0.1 -0.2 -0.1 0.079
N -1.023561 -0.341641 -1.151785 0.1 0.2 0.7 -0.013
O 0.125712 -0.865635 0.763832 0.2 -0.4 -0.1 -0.044
H -2.745126 0.452522 -0.329099 -0.7 0.0 -0.5 0.066
H 2.379985 -0.571189 1.966928 0.1 0.1 -0.1 0.077
H -2.866580 0.217458 -2.150379 0.1 -0.1 0.1 0.072
C -0.981831 -0.775172 0.039638 0.0 0.0 -0.1 -0.299
H 1.727715 -1.061743 -0.467602 0.2 0.1 0.0 0.123
C 2.194351 0.219414 1.235750 0.1 -0.1 0.0 -0.074
H -1.870007 1.484780 -1.398584 -0.2 0.0 -0.2 0.077
H 0.962501 0.524588 -0.531987 0.0 -0.2 0.2 0.111
H 3.145910 0.526656 0.791802 -0.1 0.0 0.1 0.078
H -1.861718 -1.066173 0.629578 0.2 0.3 0.1 0.141
C -2.224329 0.454915 -1.298039 -0.4 0.3 -0.1 -0.145
C 1.278334 -0.278345 0.144356 0.3 0.0 -0.1 -0.249
```
Positions in Å, forces in eV/Å.

## Properties
SMILES ... CCO/C=N/C
Highest occupied orbital energy ... -0.336 Ha
Kohn-Sham gap ... 10.232 eV
LUMO ... 1.10 eV
ΔE to the lowest compared entry with this formula, charge and spin ... 48.57 kcal per mole



Here is a molecular structure, C45H56N4O8PbS2 from the Open Molecules 2025 dataset. Energies are from ωB97M-V/def2-TZVPD.

```
116
Properties=species:S:1:pos:R:3:forces:R:3:lowdin_charge:R:1
C -4.422058 -3.393944 -0.787161 0.2 -0.1 -0.1 -0.045
H 0.237115 -2.180764 3.062866 0.0 0.0 0.1 0.035
O 4.621333 -1.815732 3.502977 0.0 0.0 0.1 0.054
H -1.621592 0.798083 2.073114 0.0 -0.1 -0.1 0.033
C 1.168801 4.330238 -0.638448 0.1 0.0 -0.1 -0.068
H -2.629257 3.348245 2.287616 0.0 0.0 0.0 0.093
C 0.430664 -0.120577 4.662766 0.0 0.0 -0.1 -0.031
C -4.504223 -2.757281 -4.294171 0.0 0.0 0.0 -0.047
C -5.204278 -2.715916 0.112741 0.0 0.1 0.0 -0.101
O 2.230564 -1.218103 1.817243 -0.3 0.3 -0.2 -0.186
H -0.106956 -1.876444 -4.768633 0.0 0.0 0.0 0.051
C 1.082040 3.580918 3.628670 0.0 -0.1 0.2 -0.060
H -2.404612 3.639704 5.977997 0.0 0.0 0.0 0.081
H 1.315696 4.202709 -2.742537 0.0 0.0 -0.1 0.118
C -3.303599 -3.436677 -4.474146 0.1 0.0 0.1 -0.258
N 2.924594 2.183156 0.242894 0.3 0.1 0.4 0.130
H 2.281045 2.849936 -4.221434 0.0 0.0 0.0 0.107
H 0.496437 0.907784 5.018288 0.0 0.0 0.0 0.068
H 0.752478 3.767947 0.195257 0.0 0.0 0.0 0.060
O 0.885852 -3.596232 1.255542 -0.1 0.0 -0.2 -0.155
H -1.665806 -3.820394 -5.774567 0.0 0.0 0.0 0.104
H -0.634191 3.615057 6.068191 0.0 0.0 0.0 0.082
H -2.947630 -0.378969 0.955773 0.0 0.0 0.0 0.076
C 2.024190 3.078769 2.734501 0.1 -0.1 0.1 -0.031
C -4.705491 -1.576331 0.745658 -0.1 -0.1 0.0 -0.106
H 0.333643 -0.778498 5.532870 0.0 0.0 0.0 0.087
H -0.915004 -1.852398 -3.166392 -0.1 0.0 0.0 0.030
H 1.217966 4.425523 4.286281 -0.1 0.0 -0.1 0.096
C 4.029218 1.704017 -3.780603 0.0 0.0 0.1 -0.109
C 3.780494 -2.609262 3.109339 0.0 0.1 -0.1 -0.314
H -3.543772 3.277457 3.802176 0.0 0.0 0.0 0.084
C 1.911328 1.615820 0.761498 -0.1 -0.2 -0.3 -0.109
H 2.230156 -3.016771 -1.688084 0.0 0.0 -0.1 0.054
C -1.399471 3.387134 4.063062 0.0 -0.1 0.0 -0.501
H -2.715194 1.847303 3.188972 -0.1 0.1 0.0 0.031
H -5.294172 -1.000664 1.447073 0.0 0.0 0.0 0.085
C 1.278561 3.486404 -1.915949 -0.1 -0.2 0.2 -0.356
C 2.610346 -4.691244 2.625942 0.0 0.0 -0.1 -0.304
S -2.629386 -4.467582 -3.164268 0.1 0.3 0.2 0.552
C -1.501811 3.160196 5.584511 0.0 0.0 -0.1 -0.051
H 5.664507 -0.984440 0.841245 0.0 0.0 0.0 0.082
H -5.738506 -0.877537 -7.771210 0.0 0.0 0.0 0.072
C -2.642984 2.920378 3.293846 0.0 0.0 0.0 -0.054
H -2.305027 0.848474 4.762791 0.0 0.0 0.0 0.030
Pb 0.166362 -1.266510 0.607737 0.3 -0.2 0.2 1.523
C 1.933692 -3.565099 1.965536 0.1 0.2 0.1 -0.355
C -0.617746 0.521905 2.400343 0.4 0.1 -0.1 -0.207
C 1.467799 -2.969163 -2.466477 -0.1 0.0 0.0 -0.246
S 1.387166 -1.259048 -3.009641 -0.1 0.0 0.0 0.833
C -0.752807 -1.835322 3.355176 0.1 0.1 0.0 -0.119
H -6.205039 -3.071208 0.334399 0.0 0.0 0.0 0.096
H 1.302600 0.935698 0.165770 0.0 0.0 -0.1 0.043
C 2.901237 2.421186 -3.438869 0.1 0.0 0.0 -0.073
H -1.116147 5.192577 2.860137 0.0 0.0 0.0 0.088
C 2.623211 -2.353659 2.255189 0.1 -0.3 0.1 -0.338
H 0.017801 2.125127 -3.056276 0.0 0.0 0.1 0.066
H -5.072012 -2.903305 -3.383744 0.0 0.0 0.0 0.103
H -0.883172 3.286808 -2.065539 0.0 0.0 0.0 0.076
C -0.213034 -1.337038 -3.825645 0.2 -0.2 0.1 -0.243
C -0.081624 2.839884 3.497441 -0.1 0.3 -0.2 -0.193
H -1.512312 2.113256 5.868333 0.0 0.0 0.0 0.057
C -3.401898 -1.234411 0.462430 0.2 0.0 0.0 -0.191
C -4.233613 -1.687067 -6.447067 0.0 0.0 0.0 -0.290
C 3.302786 2.037477 -1.090602 -0.1 -0.3 -0.3 -0.152
C -2.588826 -3.268532 -5.647361 0.0 0.0 0.0 -0.074
C -1.392241 4.922543 3.880121 0.0 0.0 0.0 -0.078
H 4.129493 -0.160512 1.037734 0.0 0.0 0.0 0.057
C 5.471756 0.784254 -0.401830 -0.2 0.0 0.1 -0.371
H -1.045804 -2.436374 4.219696 0.0 0.0 0.0 0.097
C 5.988635 1.807602 0.615836 0.0 0.0 -0.1 -0.069
H -4.670908 0.324982 -7.051804 0.0 0.0 0.0 0.077
H 3.009515 3.460986 2.520715 -0.1 0.0 -0.1 0.104
C 4.883378 -0.439122 0.306025 0.1 0.1 -0.1 -0.052
H 4.289526 1.541282 -4.819826 0.0 0.0 0.0 0.090
O 2.341441 -5.876805 2.559688 0.0 -0.1 0.0 0.068
H -2.490007 -2.269878 -7.545186 0.0 0.0 0.0 0.104
H 5.170663 2.180979 1.228492 0.0 0.0 0.0 0.059
H -4.773138 -4.291704 -1.270749 0.0 0.0 -0.1 0.083
C -4.707113 -0.684069 -7.468715 0.0 -0.1 0.1 -0.066
C 1.431444 2.032758 2.063493 -0.1 0.1 0.3 -0.217
C 0.005018 2.648459 -2.098030 0.1 0.1 0.0 -0.059
H -5.893870 -1.358275 -5.126761 0.0 0.0 0.0 0.109
O -1.394669 -4.982996 -3.708153 0.1 0.0 -0.1 -0.345
C 2.528642 2.623726 -2.110652 -0.1 0.1 0.0 -0.135
C -3.055157 -2.399965 -6.628157 -0.1 0.0 0.0 -0.051
C -0.748860 -0.340502 3.711448 -0.1 0.0 0.0 -0.571
H 6.336567 0.443046 -0.979427 0.0 0.0 -0.1 0.114
C -3.105383 -2.931937 -1.082335 -0.2 0.1 0.0 -0.387
H 6.723773 1.335156 1.271990 0.0 0.0 0.0 0.075
H -2.914050 -0.487028 3.791397 0.0 0.0 0.0 0.082
H -2.113705 -0.798843 5.335637 0.0 0.0 0.0 0.081
N -2.601938 -1.883333 -0.390242 -0.4 0.1 0.0 0.041
H 1.751406 -3.588159 -3.319608 0.0 0.0 0.0 0.058
H 0.498466 5.173544 -0.830906 0.0 0.0 0.0 0.072
H 1.368241 -0.357996 4.153188 0.0 0.0 0.0 0.086
C -4.959232 -1.890260 -5.273417 0.0 -0.1 0.0 -0.048
C 4.833245 1.208638 -2.763261 0.0 0.1 -0.1 -0.058
H 0.502122 -3.295031 -2.077414 0.0 0.0 0.0 0.039
H 2.135422 4.722003 -0.317928 0.0 0.0 0.0 0.082
N 0.140687 1.822619 2.575679 0.0 0.0 0.0 0.018
H -4.077991 -0.701126 -8.359173 0.0 0.0 0.0 0.067
C 3.737501 -4.082817 3.425771 0.0 0.0 0.0 -0.284
C -2.096122 -0.162432 4.444649 0.1 0.0 0.0 -0.071
H 6.463739 2.654535 0.112069 0.0 0.0 0.0 0.072
N -2.267257 -3.436513 -2.028323 0.1 -0.2 -0.1 -0.110
O 1.147314 -0.436081 -1.773639 0.1 0.1 0.0 -0.690
H -0.074155 1.899436 -1.307976 0.0 0.0 -0.1 0.065
C 4.511077 1.375195 -1.424198 0.0 0.0 0.1 -0.132
H -0.695510 5.408467 4.564055 0.0 0.0 0.0 0.068
H 4.416966 -1.113376 -0.417463 0.0 0.0 0.0 0.083
O 4.462631 -4.670921 4.197848 0.1 -0.1 0.0 0.083
H -2.392547 5.314558 4.090218 0.0 0.0 0.0 0.078
H -1.471988 -2.058703 2.555690 -0.1 -0.1 0.1 0.059
H 5.739538 0.668976 -3.018305 0.0 0.0 0.0 0.102
H -0.516978 -0.307631 -4.004651 0.0 0.0 0.0 0.046
O -3.656013 -5.444398 -2.858676 -0.2 0.1 0.1 -0.339
```
Positions in Å, forces in eV/Å.

## Properties
Highest occupied orbital energy ... -0.076 Ha
Kohn-Sham gap ... 5.695 eV
LUMO ... 3.62 eV
Total charge ... -2